(A)
A structure of composition C2H3Br3ClP, computed with ωB97M-V/def2-TZVPD.

## Properties
- HOMO (spin up / spin down) (eV) = -9.65 / -9.65
- gap between HOMO and LUMO (spin up / spin down) (eV) = 7.23 / 7.23

```
! RIJCOSX wB97M-V def2-TZVPD def2/J DEFGRID3
* xyz 0 1
Br -1.2235 -2.1539 0.9405
H -1.0298 1.6255 -0.5830
Br 2.0199 -2.1056 -1.6443
C 0.2384 0.4949 0.4895
C -0.7019 0.6881 -0.6653
Cl 1.7892 1.3711 0.3625
P 0.7564 -1.2909 0.9808
H -0.0041 0.4911 -1.5752
Br -0.5240 0.9870 2.2420
H -1.3207 -0.1074 -0.5475
*
```

***

(B)
A cluster of 2 separate species, C2H3Br3ClP in total, computed with ωB97M-V/def2-TZVPD.

## Properties
- HOMO (eV) = -9.30
- gap between HOMO and LUMO (eV) = 9.17

```
! RIJCOSX wB97M-V def2-TZVPD def2/J DEFGRID3
* xyz 0 1
P 1.9391 -0.4510 -0.0106
C 0.4878 0.5860 -0.5633
Br 1.1971 -2.4284 -0.4911
Br 1.4877 -0.4040 2.1455
C -1.3437 -0.0975 0.2221
H -0.8905 -0.8820 0.8753
H -2.0085 -0.2125 -0.7494
H -1.7054 0.8271 0.7961
Cl 0.2507 0.6314 -2.3395
Br 0.5858 2.4308 0.1148
*
```

***

Which one is most stable, and which one is least stable? (A) is the most stable of them, while (B) is the least stable.

***

(A)
The ion C4H9N2O2 with charge +1, computed with ωB97M-V/def2-TZVPD.

## Properties
- structure (SMILES) = C[N+]1(C)C[C@@H]1[N+](=O)[O-]
- HOMO (eV) = -15.84
- gap between HOMO and LUMO (eV) = 11.24

```
! RIJCOSX wB97M-V def2-TZVPD def2/J DEFGRID3
* xyz 1 1
H -1.1990 1.4313 -0.5329
H 0.3081 1.5506 1.3419
H 0.8935 -0.0716 1.8385
C 0.8841 -0.3572 -1.2851
H -1.7331 0.2249 0.6438
N 0.1421 -0.1298 -0.0924
H -0.4963 -2.2207 -0.4054
C -1.1907 0.3955 -0.2314
H 1.2765 -1.9644 0.3151
H -1.9097 -0.0526 -0.9264
O 3.0298 0.1360 -0.5406
C 0.8396 0.6504 1.0394
C 0.3681 -1.5505 -0.1502
N 2.3426 -0.0320 -1.5029
H 1.7905 0.8847 0.5888
O 2.6782 -0.0649 -2.6211
H 0.4592 -0.3602 -2.2504
*
```

***

(B)
The ion C4H9N2O2 with charge +1, computed with ωB97M-V/def2-TZVPD.

## Properties
- HOMO (spin up / spin down) (eV) = -11.88 / -12.56
- gap between HOMO and LUMO (spin up / spin down) (eV) = 7.32 / 8.41

```
! RIJCOSX wB97M-V def2-TZVPD def2/J DEFGRID3
* xyz 1 1
N 1.0854 0.2896 0.1182
H -3.4790 0.8860 -0.7558
C 2.4192 -0.0561 -0.5046
O -2.6297 1.2173 -0.5964
H 3.0674 0.7736 -0.7929
H 3.1810 -0.6853 0.0577
O 0.8544 2.6361 0.4887
C 0.6680 1.4866 0.3300
H -2.5512 0.1094 1.3141
C 0.1995 -0.8452 0.4192
H 2.3221 -0.6544 -1.4034
H 0.1606 -1.0227 1.5093
H 0.5294 -1.8396 0.1813
H -1.0903 -0.5929 -1.1380
H -1.5865 -1.5682 0.3661
C -1.9859 0.5975 0.4502
N -1.1644 -0.7318 -0.0436
*
```

***

Which one is most stable, and which one is least stable? (B) is the most stable of them, while (A) is the least stable.

***

(A)
The ion C2H10N4 with charge +2, computed with ωB97M-V/def2-TZVPD.

## Properties
- structure (SMILES) = [NH3+]C/N=C/N[NH3+]
- HOMO (eV) = -18.97
- gap between HOMO and LUMO (eV) = 11.51

```
! RIJCOSX wB97M-V def2-TZVPD def2/J DEFGRID3
* xyz 2 1
C 0.6383 -0.7149 -0.1510
H 2.1657 0.7191 1.0976
H -2.1334 0.2565 -1.2994
C -1.4618 -0.2035 0.6692
N -0.1925 0.1599 0.2374
H 0.4165 -1.7584 -0.4656
H 3.5463 0.5771 -0.0230
H 2.5270 -1.1529 -0.8120
H -3.4496 -0.1826 -0.4383
H -1.7644 0.2473 1.6019
H -1.6199 -1.2353 0.7600
H 2.2204 1.6026 -0.3852
N 1.9371 -0.4215 -0.5023
N -2.5312 0.2465 -0.3919
N 2.5102 0.7216 0.1555
H -2.8088 1.1387 -0.0529
*
```

***

(B)
A cluster of 2 separate species, C2H10N4 in total, computed with ωB97M-V/def2-TZVPD.

## Properties
- HOMO (eV) = -19.61
- gap between HOMO and LUMO (eV) = 11.07

```
! RIJCOSX wB97M-V def2-TZVPD def2/J DEFGRID3
* xyz 2 1
H -1.3244 1.1127 -1.5852
H -2.3700 -0.8073 0.9557
N 0.9138 -1.3906 -0.5480
N -1.3560 -0.7373 0.9138
H 2.2226 0.4658 0.9484
C 0.5436 -0.1457 -0.4169
H -2.8802 0.8187 -0.7980
C -0.9791 0.0080 -0.1027
N -1.7810 0.8339 -0.8022
H 1.3197 1.8275 0.7237
H 0.4111 -2.1709 -0.0330
H 1.1618 0.6985 -1.4892
H 1.8196 -1.7642 -1.0357
H 0.8466 0.6329 1.7480
H -0.8326 -1.3162 1.5936
N 1.2719 0.7464 0.8396
*
```

***

Which one is most stable, and which one is least stable? (A) is the most stable of them, while (B) is the least stable.

***

(A)
A cluster of 2 separate species, C4H11N2 in total, computed with ωB97M-V/def2-TZVPD.

## Properties
- HOMO (spin up / spin down) (eV) = -14.29 / -14.20
- gap between HOMO and LUMO (spin up / spin down) (eV) = 8.86 / 8.89

```
! RIJCOSX wB97M-V def2-TZVPD def2/J DEFGRID3
* xyz 1 1
N -1.4851 -0.3359 -0.0874
C -0.4787 0.4089 0.0333
H -2.2345 0.0770 -0.6813
H -0.6268 2.3938 0.6051
H -1.8751 -1.8169 1.2950
H 2.6305 0.8279 0.7090
H -1.3662 2.0393 -0.8808
H -2.6218 -2.2211 -0.0821
H 3.3795 -0.3918 -0.1948
N 1.3922 -0.8088 0.2049
H 0.3450 2.3274 -0.7898
H 1.0107 -1.1509 1.1101
H -0.7139 -2.1376 -0.1617
C 2.4394 0.1201 -0.0440
H 2.2735 0.5918 -0.9961
C -0.4569 1.8382 -0.2899
C -1.6117 -1.7615 0.2504
*
```

***

(B)
The ion C4H11N2 with charge +1, computed with ωB97M-V/def2-TZVPD.

## Properties
- HOMO (eV) = -14.19
- gap between HOMO and LUMO (eV) = 6.22

```
! RIJCOSX wB97M-V def2-TZVPD def2/J DEFGRID3
* xyz 1 1
C -0.8672 0.2901 -0.7833
C -1.0537 -0.7803 0.3031
H 1.7453 0.8737 -0.2464
H 0.2103 -2.2925 1.1990
H -0.1663 2.3210 -0.9310
H -0.1111 -0.0252 -1.5140
H -1.5730 -0.3233 1.1434
H 1.1502 -0.6802 1.0436
C 0.2930 -1.3704 0.6165
C -0.2902 1.5549 -0.1571
H -1.7224 0.5350 -1.4102
H 1.3737 1.9321 1.0170
H -1.7321 -1.5373 -0.0923
N 1.0356 1.2115 0.3886
N 1.2585 -1.4025 -0.3993
H -0.7887 2.0240 0.6899
H 1.2382 -2.3305 -0.8675
*
```

***

Which one is most stable, and which one is least stable? (A) is the most stable of them, while (B) is the least stable.

***

(A)
A structure of composition C4H11N2, computed with ωB97M-V/def2-TZVPD.

## Properties
- HOMO (eV) = -14.72
- gap between HOMO and LUMO (eV) = 10.05

```
! RIJCOSX wB97M-V def2-TZVPD def2/J DEFGRID3
* xyz 1 1
C 0.1895 0.9087 -1.2286
H 1.3140 -0.2794 1.5638
C 0.3986 -1.3698 -0.3984
H -2.0507 -0.8253 -1.2044
N 0.1073 1.0179 0.6950
H 1.2241 0.6907 -1.5452
H -2.2125 0.7787 -0.3612
C -1.6698 -0.1737 -0.3967
H 2.0898 1.2779 1.3205
C 1.2187 0.7682 1.6165
H 0.6386 -1.6410 -1.4594
H -0.4307 -2.0919 -0.0164
N -0.3087 -0.0450 -0.2777
H 1.2622 -1.2521 0.1929
H 0.8432 1.1562 2.6074
H -0.5305 1.6628 -1.5914
H -2.0831 -0.5827 0.4832
*
```

***

(B)
A cluster of 2 separate species, C4H11N2 in total, computed with ωB97M-V/def2-TZVPD.

## Properties
- HOMO (eV) = -12.30
- gap between HOMO and LUMO (eV) = 7.57

```
! RIJCOSX wB97M-V def2-TZVPD def2/J DEFGRID3
* xyz 1 1
H -1.8119 -0.2654 -0.7364
H 2.3472 0.2906 1.4748
H 0.1360 1.8970 -0.5912
N -1.3849 0.6322 -0.9528
H 0.7251 -2.0166 2.2154
C 1.1054 -1.3297 1.4705
H 1.7742 -0.1537 2.9622
H -2.9158 1.3788 -2.1382
H -1.5990 0.5997 -3.0390
N 1.5774 -0.1349 1.9728
C -1.8416 1.2614 -2.2102
H -0.2199 0.5529 0.7107
C 1.0826 -1.6819 0.1822
C -0.4150 1.0312 -0.2398
H 0.6508 -2.6322 -0.0863
H 1.5872 -1.0727 -0.5592
H -1.2865 2.1803 -2.3651
*
```

***

Which one is most stable, and which one is least stable? (B) is the most stable of them, while (A) is the least stable.

***

(A)
The ion C4H11N2 with charge +1, computed with ωB97M-V/def2-TZVPD.

## Properties
- HOMO (spin up / spin down) (eV) = -12.87 / -13.63
- gap between HOMO and LUMO (spin up / spin down) (eV) = 8.15 / 9.37

```
! RIJCOSX wB97M-V def2-TZVPD def2/J DEFGRID3
* xyz 1 1
H -2.6443 -0.0357 -0.7327
H 2.1060 2.2574 -0.3791
N 0.5145 0.9031 -0.2253
C 0.4902 -2.0044 -0.3157
H -0.1176 -1.8343 -1.1544
C -0.6677 0.3235 0.3560
H 0.6687 2.7039 0.8359
H -1.2209 0.8586 1.2289
H -1.6007 1.2407 -1.0481
H 0.2838 -1.1390 1.7768
H 2.0225 1.4314 1.1534
H 1.5294 -1.7705 -0.4418
N -1.6767 0.3276 -0.7963
C 0.0056 -1.0662 0.7302
H -1.2072 -0.0210 -1.5439
C 1.3586 1.9166 0.3660
H 0.2894 -3.0074 0.0264
*
```

***

(B)
The ion C4H11N2 with charge +1, computed with ωB97M-V/def2-TZVPD.

## Properties
- structure (SMILES) = CC/C([NH3+])=C/N
- HOMO (eV) = -13.80
- gap between HOMO and LUMO (eV) = 10.48

```
! RIJCOSX wB97M-V def2-TZVPD def2/J DEFGRID3
* xyz 1 1
H -1.8154 1.0165 -0.9086
C -0.8573 1.3194 -1.3011
N 1.5984 -0.0283 0.5407
N -0.3455 -0.8929 2.1440
H -1.1096 1.6644 -2.3001
H 0.9247 0.2869 -2.0469
H -0.4222 2.1895 -0.8189
H -0.5443 -0.6730 -2.0082
C -0.5009 -1.1548 0.7691
H -0.5679 -1.6916 2.7194
H -0.8441 -0.0542 2.4157
H -1.2965 -1.8036 0.4132
H 2.3457 -0.6990 0.3474
H 1.3162 0.1335 1.5191
C 0.0311 0.0776 -1.4564
H 1.8006 0.8700 0.1015
C 0.2869 -0.5604 -0.1296
*
```

***

(C)
A structure of composition C4H11N2, computed with ωB97M-V/def2-TZVPD.

## Properties
- HOMO (eV) = -14.63
- gap between HOMO and LUMO (eV) = 10.46

```
! RIJCOSX wB97M-V def2-TZVPD def2/J DEFGRID3
* xyz 1 1
C 0.6020 -0.3324 0.3015
C 1.2237 -1.5501 -0.1796
H 2.0064 1.1156 -0.5175
N -0.6337 0.1145 -0.4888
H -0.6577 -0.3495 -1.4877
H 0.3339 -0.2276 1.3310
H 1.1162 -1.6312 -1.2916
N 1.3120 0.9960 0.2345
C 0.1785 1.7827 -0.0073
H -1.6565 0.3652 1.1383
C -1.9314 -0.0439 0.2204
H -0.4873 1.9349 0.9770
H 0.7881 -2.4390 0.2877
H -2.0591 -1.1457 0.4250
H -2.7228 0.3362 -0.3484
H 0.3215 2.5943 -0.7680
H 2.2662 -1.5200 0.1735
*
```

***

Which one is most stable, and which one is least stable? (B) is the most stable of them, while (A) is the least stable.